ORCA calculation (ωB97M-V/def2-TZVPD) on 11 unconnected molecules or ions with the total composition C31H66N8O9 at a distorted geometry.

Geometry (Å):
1 O 12.03 -0.27 -27.69
2 O 9.32 1.94 -25.94
3 O 2.51 1.33 -30.73
4 O 6.15 10.86 -30.93
5 O 9.39 5.35 -33.46
6 O 8.90 5.54 -29.21
7 O 7.63 1.12 -22.65
8 O 8.29 -0.69 -30.78
9 O 5.45 -2.66 -29.12
10 N 8.79 7.49 -33.03
11 N 10.25 -1.56 -27.29
12 N 7.97 0.35 -32.75
13 N 4.41 5.17 -27.31
14 N 11.47 9.99 -30.20
15 N 4.96 10.00 -29.27
16 N 6.48 0.01 -24.32
17 N 7.37 3.85 -29.27
18 C 9.72 2.47 -24.85
19 C 5.00 8.58 -29.72
20 C 10.81 -0.40 -27.76
21 C 2.82 1.37 -31.92
22 C 3.84 2.30 -32.47
23 C 9.11 6.25 -32.65
24 C 8.83 -1.81 -27.31
25 C 8.36 -0.72 -32.01
26 C 6.07 1.24 -24.89
27 C 11.05 -2.64 -26.81
28 C 4.54 -1.84 -29.17
29 C 6.53 4.44 -30.25
30 C 2.94 3.64 -25.87
31 C 7.82 1.73 -32.33
32 C 10.92 1.91 -24.21
33 C 6.08 -1.15 -25.05
34 C 8.28 8.50 -32.10
35 C 8.38 4.53 -28.76
36 C 11.78 8.93 -29.97
37 C 6.98 2.54 -28.74
38 C 1.98 0.59 -32.92
39 C 9.11 3.68 -24.17
40 C 4.85 -0.37 -29.42
41 C 7.34 0.04 -23.28
42 C 3.75 4.49 -26.66
43 C 5.72 10.93 -29.74
44 C 3.06 -2.31 -29.14
45 C 7.64 0.04 -34.10
46 C 8.80 7.88 -34.39
47 C 4.14 10.24 -28.06
48 C 12.13 7.45 -29.69
49 H 11.61 2.74 -24.10
50 H 8.27 7.09 -34.92
51 H 8.77 2.26 -32.30
52 H 11.40 1.09 -24.75
53 H 7.25 8.69 -32.38
54 H 9.86 4.26 -23.63
55 H 2.58 -0.26 -33.23
56 H 5.01 1.30 -25.13
57 H 8.20 8.03 -31.12
58 H 2.88 -3.27 -28.66
59 H 10.49 1.52 -23.29
60 H 9.04 6.12 -31.56
61 H 8.38 -2.26 -26.44
62 H 5.93 11.67 -28.96
63 H 8.86 9.41 -32.26
64 H 12.36 6.93 -30.62
65 H 2.37 -1.66 -28.59
66 H 3.97 11.24 -27.67
67 H 5.92 -0.22 -29.57
68 H 8.28 -0.96 -27.72
69 H 8.64 4.33 -24.91
70 H 6.65 1.15 -25.81
71 H 7.41 -1.01 -34.27
72 H 5.51 4.24 -29.93
73 H 2.67 4.07 -24.91
74 H 9.76 8.09 -34.86
75 H 6.29 2.67 -27.92
76 H 1.13 0.27 -32.33
77 H 6.69 1.79 -29.48
78 H 8.66 -1.64 -32.54
79 H 7.44 -0.97 -22.86
80 H 2.76 -2.28 -30.18
81 H 8.70 -2.60 -28.05
82 H 1.98 3.43 -26.36
83 H 11.10 -2.75 -25.73
84 H 3.14 9.85 -28.27
85 H 6.46 -1.33 -26.05
86 H 4.42 1.87 -33.28
87 H 8.49 0.34 -34.71
88 H 1.67 1.24 -33.74
89 H 5.58 8.38 -30.62
90 H 6.37 2.21 -24.51
91 H 3.30 3.08 -33.03
92 H 9.99 0.30 -28.00
93 H 11.31 6.89 -29.24
94 H 8.07 8.65 -34.64
95 H 6.35 -1.98 -24.39
96 H 4.47 2.74 -31.70
97 H 6.73 3.96 -31.21
98 H 3.94 8.35 -29.88
99 H 4.99 -1.10 -25.11
100 H 8.32 3.31 -23.53
101 H 12.09 -2.56 -27.12
102 H 7.14 1.69 -31.48
103 H 12.97 7.38 -29.00
104 H 6.42 5.52 -30.32
105 H 8.94 3.92 -28.03
106 H 5.37 7.99 -28.88
107 H 3.51 2.76 -25.56
108 H 10.73 -3.61 -27.19
109 H 4.37 -0.12 -30.36
110 H 7.30 2.29 -33.12
111 H 7.85 2.13 -28.21
112 H 4.24 9.50 -27.26
113 H 6.75 0.53 -34.49
114 H 4.46 0.12 -28.53

molar mass	694.9	g mol⁻¹
2S+1	1
structure (SMILES)	CN(C)C=O.CN(C)C=O.CN(C)C=O.CN(C)C=O.CN(C)C=O.CN(C)C=O.CC(C)=O.CC(C)=O.CC(C)=O.CC#N.CC#N
gap between HOMO and LUMO	8.7	eV